Entry 1:
The following is a DFT calculation (wB97M-V/def2-TZVPD) of a cluster of 2 separate species, C6H14O3 in total at a distorted geometry.

Summary:
**HOMO level**: -9.52 eV
**SMILES**: C[C@H](O)C(=O)O.CCC
**Orbital gap**: 0.374 Eh
**Relative energy (zero: lowest compared OMol25 entry of this formula, charge and spin)**: 207.72 kJ/mol
**E_LUMO**: 0.0247 Ha

```
! RIJCOSX wB97M-V def2-TZVPD def2/J DEFGRID3
* xyz 0 1
C -1.209 -0.302 1.290
C -2.696 -0.518 1.590
C -0.989 -0.436 -0.223
O -1.229 0.763 -0.844
O -0.739 0.930 1.795
O -1.151 -1.486 -0.816
H -1.390 0.584 -1.783
H -1.143 1.633 1.271
H -0.623 -1.079 1.789
H -2.877 -0.385 2.654
H -3.303 0.201 1.035
H -2.987 -1.525 1.298
C 1.657 -0.299 -0.411
C 1.924 1.260 -0.117
C 1.735 -0.678 -1.873
H 2.740 -0.220 -0.048
H 1.315 -0.990 0.355
H 2.703 -0.458 -2.319
H 2.847 1.658 -0.549
H 1.096 1.755 -0.620
H 1.830 1.453 0.949
H 1.499 -1.737 -1.982
H 0.989 -0.124 -2.441
*
```

Mulliken atomic charge list, values in e, 2 entries: 0.386, -1.445

---

Entry 2:
The following is a DFT calculation (wB97M-V/def2-TZVPD) of an isolated molecule of C10H21N at a distorted geometry.

Summary:
**HOMO level**: -8.32 eV
**SMILES**: CN[C@@H](C)[C@@H](C)CC=C(C)C
**Orbital gap**: 0.341 Eh
**Relative energy (zero: lowest compared OMol25 entry of this formula, charge and spin)**: 219.55 kJ/mol
**E_LUMO**: 0.0351 Ha

```
! RIJCOSX wB97M-V def2-TZVPD def2/J DEFGRID3
* xyz 0 1
C -1.300 -0.680 2.366
C -0.896 -1.055 1.073
N 2.859 1.303 -1.177
C -1.381 0.704 2.865
C -1.795 -1.716 3.329
C 3.613 2.531 -0.916
C 0.827 1.238 -2.558
C 1.561 0.620 1.277
C -0.469 -0.080 0.026
C 1.329 1.352 -1.121
C 0.975 0.217 -0.089
H -0.993 -2.137 0.802
H 3.151 0.574 -0.561
H -1.230 1.497 2.079
H -0.539 1.017 3.443
H -2.331 0.868 3.376
H -1.329 -2.696 3.265
H -1.788 -1.246 4.381
H -2.891 -1.680 3.193
H 3.175 3.441 -1.353
H 3.643 2.648 0.210
H 4.652 2.324 -1.288
H 0.842 0.220 -2.934
H 1.469 2.013 -3.129
H -0.259 1.431 -2.550
H 1.218 -0.094 2.114
H 2.652 0.649 1.229
H 1.308 1.678 1.542
H -0.642 -0.556 -0.877
H -0.994 0.840 0.120
H 0.961 2.396 -0.821
H 1.536 -0.686 -0.380
*
```

Mulliken atomic charge list, values in e, 2 entries: 1.036, -0.939

---

Entry 3:
The following is a DFT calculation (wB97M-V/def2-TZVPD) of a structure of composition C24H22N4V at a distorted geometry.

Summary:
**HOMO level (alpha / beta)**: -11.30 / -11.56 eV
**Orbital gap (alpha / beta)**: 0.275 / 0.289 Eh
**<S²>**: 2.01
**E_LUMO (alpha / beta)**: -0.1405 / -0.1362 Ha

```
! RIJCOSX wB97M-V def2-TZVPD def2/J DEFGRID3
* xyz 1 3
V 0.674 0.118 -0.984
C -0.369 -2.669 -1.899
N -0.399 -1.187 -1.937
C -1.356 -0.563 -2.591
C -1.386 0.848 -2.565
C -2.161 1.809 -3.205
C -1.634 3.056 -2.853
C -0.562 2.816 -2.003
N -0.389 1.484 -1.818
C -1.561 -3.260 -1.188
C -2.447 -4.085 -1.863
C -3.552 -4.618 -1.205
C -3.777 -4.319 0.130
C -2.890 -3.493 0.814
C -1.789 -2.970 0.157
H 0.550 -2.962 -1.395
H -0.305 -3.049 -2.918
H -2.110 -1.128 -3.134
H -3.003 1.613 -3.854
H -1.983 4.025 -3.174
H 0.088 3.535 -1.528
H -2.275 -4.326 -2.907
H -4.237 -5.265 -1.740
H -4.637 -4.732 0.640
H -3.057 -3.267 1.861
H -1.090 -2.340 0.697
C 0.220 0.244 2.087
N 1.113 0.165 0.905
C 2.417 0.318 1.050
C 3.231 0.302 -0.098
C 4.602 0.391 -0.327
C 4.787 0.319 -1.709
C 3.524 0.200 -2.281
N 2.569 0.183 -1.324
C 0.392 1.518 2.875
C 0.852 1.482 4.183
C 1.018 2.662 4.902
C 0.728 3.881 4.309
C 0.263 3.923 2.998
C 0.095 2.747 2.288
H 0.397 -0.621 2.727
H -0.804 0.166 1.726
H 2.843 0.469 2.039
H 5.365 0.491 0.432
H 5.723 0.350 -2.244
H 3.269 0.131 -3.327
H 1.077 0.529 4.652
H 1.375 2.624 5.924
H 0.859 4.800 4.867
H 0.024 4.875 2.537
H -0.283 2.779 1.271
*
```

Mulliken atomic charge list, values in e, 2 entries: 1.333, -1.338

---

Entry 4:
The following is a DFT calculation (wB97M-V/def2-TZVPD) of an isolated molecule of C19H24N4O4 at a distorted geometry.

Summary:
**HOMO level**: -7.94 eV
**SMILES**: CCOC(=O)C1=C(C)Nc2nc(C)nn2[C@H]1c1ccc(OCC)c(OC)c1
**Orbital gap**: 0.318 Eh
**Relative energy (zero: lowest compared OMol25 entry of this formula, charge and spin)**: 294.38 kJ/mol
**E_LUMO**: 0.0257 Ha

```
! RIJCOSX wB97M-V def2-TZVPD def2/J DEFGRID3
* xyz 0 1
C -4.357 -3.906 -0.771
C -3.174 -3.736 0.171
H -3.342 -4.264 1.113
H -2.259 -4.103 -0.305
O -2.987 -2.372 0.543
C -2.307 -1.604 -0.333
O -1.871 -2.041 -1.376
C -2.144 -0.210 0.075
C -2.702 0.372 1.168
N -2.525 1.714 1.399
C -1.981 2.511 0.432
N -1.957 3.824 0.363
C -1.340 4.051 -0.828
N -1.002 2.952 -1.465
N -1.419 1.963 -0.656
C -1.210 0.555 -0.854
C 0.224 0.171 -0.550
C 0.957 -0.607 -1.429
C 2.252 -0.975 -1.113
C 2.859 -0.579 0.073
C 2.124 0.230 0.961
C 0.819 0.577 0.633
H 0.285 1.189 1.343
O 2.539 0.703 2.173
C 3.912 0.802 2.478
H 3.958 1.388 3.397
H 4.363 -0.178 2.647
H 4.461 1.322 1.690
O 4.121 -0.965 0.450
C 4.982 -1.577 -0.488
C 5.499 -0.603 -1.543
H 6.024 0.219 -1.063
H 6.184 -1.118 -2.211
H 4.678 -0.192 -2.126
H 4.498 -2.442 -0.957
H 5.815 -1.941 0.121
H 2.788 -1.598 -1.811
H 0.513 -0.945 -2.351
H -1.432 0.302 -1.897
C -1.082 5.411 -1.353
H -0.575 5.335 -2.309
H -0.466 5.967 -0.650
H -2.022 5.946 -1.475
H -2.984 2.170 2.171
C -3.538 -0.329 2.189
H -2.967 -1.124 2.660
H -4.405 -0.789 1.720
H -3.875 0.370 2.952
H -4.502 -4.960 -0.988
H -5.262 -3.507 -0.319
H -4.164 -3.378 -1.702
*
```

Mulliken atomic charge list, values in e, 2 entries: -1.109, -0.305

---

Entry 5:
The following is a DFT calculation (wB97M-V/def2-TZVPD) of the ion C5H13INO2 with charge +1 at a distorted geometry.

Summary:
**HOMO level**: -13.66 eV
**SMILES**: COC(I)(OC)[NH+](C)C
**Orbital gap**: 0.377 Eh
**Relative energy (zero: lowest compared OMol25 entry of this formula, charge and spin)**: 155.78 kJ/mol
**E_LUMO**: -0.1255 Ha

```
! RIJCOSX wB97M-V def2-TZVPD def2/J DEFGRID3
* xyz 1 1
C 1.105 1.806 0.885
C -0.093 -0.246 1.690
C -2.279 -0.425 -1.285
C 1.546 -1.763 -0.737
C 0.008 0.123 -0.879
N -0.016 0.901 0.674
O -0.960 -0.742 -0.818
O 1.261 -0.398 -0.877
I -0.028 1.617 -2.431
H 2.092 1.293 1.120
H 1.307 2.623 0.145
H 0.911 2.238 1.882
H 0.816 -0.443 2.149
H -0.634 0.140 2.524
H -0.509 -1.208 1.374
H -2.061 -0.459 -2.431
H -2.825 0.420 -0.785
H -2.850 -1.282 -0.912
H 2.538 -1.994 -0.959
H 0.854 -2.105 -1.503
H 1.238 -2.147 0.257
H -0.824 1.526 0.554
*
```

Mulliken atomic charge list, values in e, 2 entries: -0.864, -0.975

---

Summary of energy in eV
-12589.94480; -12198.64443; -56888.02056; -34242.88218; -19072.32074
(order as listed above)